Here is one molecule with the formula C3H6N2O2 at a distorted geometry from the Open Molecules 2025 dataset. Energies are from ωB97M-V/def2-TZVPD.

Structure (ORCA input):
```
! RIJCOSX wB97M-V def2-TZVPD def2/J DEFGRID3
* xyz 0 1
H 0.9945 0.1722 -2.8291
N 0.1399 -0.0432 -2.3346
C 0.1661 -0.1514 -1.1136
C -0.9043 -0.6927 -0.2492
N -1.8024 -0.0044 0.3368
O -1.6105 1.3853 0.3041
O 1.3100 -0.3634 -0.2153
C 1.3080 -0.1148 1.1794
H -1.0920 -1.7570 -0.2787
H -2.4726 1.7476 0.5597
H 2.3399 0.0056 1.4835
H 0.9003 -0.9652 1.7229
H 0.7232 0.7814 1.4342
*
```

The LUMO energy is 0.83 eV. The HOMO energy is -0.36319 hartree. The calculation puts the total energy at -377.7861 hartree. The SMILES is [H]/N=C(/C=N\O)OC. For the HOMO-LUMO gap, the calculation gives 10.708 eV.

=====

Here is a 2-piece molecular cluster, C3H6N2O2 overall from the Open Molecules 2025 dataset. Energies are from ωB97M-V/def2-TZVPD.

Structure (ORCA input):
```
! RIJCOSX wB97M-V def2-TZVPD def2/J DEFGRID3
* xyz 0 1
N 1.1540 0.1139 -0.9866
C 0.9662 0.0182 0.2037
N 0.8930 0.0795 1.4471
C 2.1775 0.2179 2.0422
O 2.3688 0.3730 3.2149
H 0.6464 -0.4049 -1.6853
H 3.0008 0.2216 1.2954
C -2.0440 0.0390 -0.8045
O -1.2222 -0.8557 -0.0832
H -3.0905 -0.2695 -0.7318
H -1.7601 -0.0047 -1.8638
H -1.9466 1.0876 -0.4907
H -1.1886 -0.6023 0.8369
*
```

The LUMO energy is 0.65 eV. The HOMO energy is -0.38141 hartree. The calculation puts the total energy at -377.8456 hartree. The SMILES is N=C=NC=O.CO. For the HOMO-LUMO gap, the calculation gives 11.027 eV.

=====

Here is one molecule with the formula C3H6N2O2 at a distorted geometry from the Open Molecules 2025 dataset. Energies are from ωB97M-V/def2-TZVPD.

Structure (ORCA input):
```
! RIJCOSX wB97M-V def2-TZVPD def2/J DEFGRID3
* xyz 0 1
C 0.1386 -1.7780 0.6011
C 0.7655 -0.6481 0.4072
C 0.1160 0.5042 -0.2149
N 0.5939 1.3880 -1.0388
O 1.8760 1.2633 -1.2458
N -1.2940 0.6294 -0.1824
O -1.8197 0.6110 1.1571
H 0.6086 -2.7071 0.8592
H -0.9435 -1.8384 0.3808
H 1.8572 -0.6504 0.6286
H 2.2198 1.9103 -1.8652
H -1.6729 1.4748 -0.5611
H -2.4455 -0.1589 1.0742
*
```

The LUMO energy is 0.91 eV. The HOMO energy is -0.30837 hartree. The calculation puts the total energy at -377.7501 hartree. The SMILES is C=C/C(=N\O)NO. For the HOMO-LUMO gap, the calculation gives 9.300 eV.

=====

Here is one molecule with the formula C3H6N2O2 at a distorted geometry from the Open Molecules 2025 dataset. Energies are from ωB97M-V/def2-TZVPD.

Structure (ORCA input):
```
! RIJCOSX wB97M-V def2-TZVPD def2/J DEFGRID3
* xyz 0 1
C -1.3830 -1.3428 1.1962
N -0.8577 -0.2822 0.3378
C -0.3588 -0.6022 -0.9542
N 0.7608 -0.2861 -1.5342
O 1.5046 0.6362 -0.6829
C 0.6220 1.3816 0.1474
O 0.0119 0.5609 1.0663
H -0.5210 -1.9189 1.7059
H -2.0612 -0.8901 2.0296
H -2.0374 -1.8198 0.5233
H -1.0372 -1.3717 -1.4522
H 1.2208 2.1502 0.5786
H -0.2982 1.6317 -0.4148
*
```

The LUMO energy is 0.86 eV. The HOMO energy is -0.31957 hartree. The calculation puts the total energy at -377.7384 hartree. The SMILES is CN1C=NOCO1. For the HOMO-LUMO gap, the calculation gives 9.552 eV.

=====

Here is one molecule with the formula C3H6N2O2 at a distorted geometry from the Open Molecules 2025 dataset. Energies are from ωB97M-V/def2-TZVPD.

Structure (ORCA input):
```
! RIJCOSX wB97M-V def2-TZVPD def2/J DEFGRID3
* xyz 0 1
N 1.3977 0.8988 1.2810
N 1.0272 0.7602 -0.0330
O 1.0682 -0.7890 -0.5412
C -0.3264 -0.7129 -0.6847
O -0.9081 -1.0203 -1.9336
C -1.2158 -0.3936 0.4664
C -0.4153 0.7191 -0.1601
H 2.3354 1.2852 1.3685
H 1.3272 0.0420 1.8302
H -0.1892 -1.1472 -2.5715
H -2.2815 -0.3831 0.2757
H -0.9397 -0.7607 1.4480
H -0.8798 1.5015 -0.7456
*
```

The LUMO energy is 0.92 eV. The HOMO energy is -0.31767 hartree. The calculation puts the total energy at -377.7276 hartree. The SMILES is NN1O[C@@]2(O)C[C@@H]12. For the HOMO-LUMO gap, the calculation gives 9.564 eV.

=====

Here is one molecule with the formula C3H6N2O2 at a distorted geometry from the Open Molecules 2025 dataset. Energies are from ωB97M-V/def2-TZVPD.

Structure (ORCA input):
```
! RIJCOSX wB97M-V def2-TZVPD def2/J DEFGRID3
* xyz 0 1
C -0.3684 -0.0995 0.2260
C 1.7714 0.0605 0.5392
C -1.7846 0.3825 0.0752
N 0.6156 0.6988 0.4320
N 1.1862 -1.7959 -0.0340
O -0.1256 -1.3783 0.0156
O 2.7751 0.5392 -0.2703
H 1.9649 -0.2671 1.5514
H -2.1921 0.3550 1.0521
H -2.4058 -0.2106 -0.5609
H -1.8134 1.3400 -0.4306
H 1.3593 -1.6763 -1.1006
H 2.6221 1.4038 -0.6850
*
```

The LUMO energy is 0.77 eV. The HOMO energy is -0.33208 hartree. The calculation puts the total energy at -377.7781 hartree. For the HOMO-LUMO gap, the calculation gives 9.807 eV.

=====

Here is one molecule with the formula C3H6N2O2 from the Open Molecules 2025 dataset. Energies are from ωB97M-V/def2-TZVPD.

Structure (ORCA input):
```
! RIJCOSX wB97M-V def2-TZVPD def2/J DEFGRID3
* xyz 0 1
H -0.7907 -2.5149 0.2705
N -0.5931 -1.5856 -0.0801
C -1.5788 -0.8139 0.1038
O -1.5566 0.4895 -0.1513
C -0.3195 1.1719 -0.4191
C 0.9813 0.8367 0.3576
N 1.7874 -0.1538 -0.1219
O 1.3340 1.6077 1.2331
H -2.5564 -1.0982 0.5062
H -0.1008 1.1575 -1.4911
H -0.5533 2.1875 -0.1079
H 2.6524 -0.2741 0.3870
H 1.3392 -0.9843 -0.4919
*
```

The LUMO energy is 0.81 eV. The HOMO energy is -0.35627 hartree. The calculation puts the total energy at -377.9003 hartree. The SMILES is [H]/N=C/OCC(N)=O. For the HOMO-LUMO gap, the calculation gives 10.509 eV.

=====

Here is C3H6N2O2 as an isolated structure at a distorted geometry from the Open Molecules 2025 dataset. Energies are from ωB97M-V/def2-TZVPD.

Structure (ORCA input):
```
! RIJCOSX wB97M-V def2-TZVPD def2/J DEFGRID3
* xyz 0 1
C 0.0744 -1.1468 1.8329
C 0.0417 -0.0357 -1.6921
C -0.5004 1.4043 -1.4352
H -0.7150 -1.9937 2.5093
H 0.2095 0.1182 2.5771
H 1.1119 -1.6489 1.7297
H -1.0751 -0.1186 0.2332
H 0.7596 -0.3951 -2.6431
H 0.7340 1.2672 0.0461
N -0.0470 -0.4743 0.5138
N 0.3201 -0.9280 -0.7771
O -0.0985 1.9161 -0.4265
O -0.8152 2.0352 -2.4681
*
```

The LUMO energy is 0.02 eV. The HOMO energy is -0.34992 hartree. The calculation puts the total energy at -377.6594 hartree. For the HOMO-LUMO gap, the calculation gives 9.539 eV.

=====

Here is one molecule with the formula C3H6N2O2 from the Open Molecules 2025 dataset. Energies are from ωB97M-V/def2-TZVPD.

Structure (ORCA input):
```
! RIJCOSX wB97M-V def2-TZVPD def2/J DEFGRID3
* xyz 0 1
N 0.4341 0.0215 -1.8813
C 0.8664 0.8446 -0.8296
O 1.3081 1.9497 -1.0469
N 0.8758 0.2821 0.4224
C 0.0007 -0.7569 0.8792
C -1.4190 -0.2591 1.1585
O -1.6235 0.7582 1.7608
H 0.3069 0.5755 -2.7180
H -0.3664 -0.5554 -1.6728
H 1.5451 0.7145 1.0334
H -0.0146 -1.5945 0.1790
H 0.3673 -1.0944 1.8516
H -2.2809 -0.8860 0.8638
*
```

The LUMO energy is 0.44 eV. The HOMO energy is -0.35657 hartree. The calculation puts the total energy at -377.9113 hartree. The SMILES is NC(=O)NCC=O. For the HOMO-LUMO gap, the calculation gives 10.142 eV.

=====

Here is one molecule with the formula C3H6N2O2 at a distorted geometry from the Open Molecules 2025 dataset. Energies are from ωB97M-V/def2-TZVPD.

Structure (ORCA input):
```
! RIJCOSX wB97M-V def2-TZVPD def2/J DEFGRID3
* xyz 0 1
O 1.8184 0.0435 -1.0062
C 0.8970 -0.0108 -0.0003
O 1.6701 -0.0736 1.1935
C -0.0895 -1.1510 -0.0332
C -1.3216 -0.7459 0.2336
N -1.5762 0.6104 0.3195
N 0.0202 1.2636 0.1229
H 1.5556 0.2348 -1.8969
H 2.5853 -0.4202 1.0077
H 0.3284 -2.0991 0.0253
H -2.1415 -1.4081 0.3181
H -2.3315 0.9109 -0.2651
H 0.0330 1.7230 1.0483
*
```

The LUMO energy is 0.82 eV. The HOMO energy is -0.31644 hartree. The calculation puts the total energy at -377.8087 hartree. The SMILES is OC1(O)C=CNN1. For the HOMO-LUMO gap, the calculation gives 9.436 eV.